1.
Here is a 10-piece molecular cluster, H20O10 overall at a distorted geometry from the OMol25 dataset. Energies are from ωB97M-V/def2-TZVPD.

- ΔE to the lowest compared entry with this formula, charge and spin: 113.0 kcal per mole
- Lowest unoccupied orbital energy: -0.0251 hartree
- Frontier orbital gap: 10.5 eV
- Highest occupied orbital energy: -11.20 eV

Last column: Mulliken charge in e.
Element x y z (Å)
O (1.490, -1.211, -2.025)  -0.678
O (-4.748, 2.781, 0.463)  -0.616
O (-1.790, -3.973, -1.680)  -0.637
O (-2.125, 1.161, -2.123)  -0.614
O (3.089, -2.196, 2.199)  -0.619
O (2.268, 0.721, 1.942)  -0.602
O (2.217, 4.035, 0.488)  -0.619
O (-2.964, -1.260, 2.904)  -0.638
O (0.027, -0.089, 0.889)  -0.633
O (2.956, 0.878, -2.263)  -0.611
H (1.030, -0.979, -1.178)  0.260
H (3.025, 1.126, 1.402)  0.328
H (-1.383, -4.497, -0.898)  0.332
H (-2.140, -1.182, 3.429)  0.320
H (2.450, 3.886, -0.380)  0.310
H (-2.922, -2.283, 2.795)  0.321
H (2.204, 0.994, -1.773)  0.298
H (3.050, 4.092, 0.983)  0.309
H (-0.219, -0.686, 0.089)  0.237
H (-4.246, 2.193, -0.207)  0.306
H (-5.337, 3.219, -0.133)  0.316
H (2.811, -0.045, -2.609)  0.365
H (1.769, 0.123, 1.425)  0.305
H (0.813, -1.220, -2.719)  0.354
H (2.495, -1.479, 2.243)  0.333
H (-3.042, 1.365, -2.382)  0.300
H (-0.168, 0.845, 0.728)  0.346
H (-1.085, -3.589, -2.154)  0.305
H (2.568, -3.071, 2.216)  0.313
H (-2.093, 0.339, -1.674)  0.308


2.
Here is C26H48Cl2N2O3PPd as an isolated structure at a distorted geometry from the OMol25 dataset. Energies are from ωB97M-V/def2-TZVPD.

- ΔE to the lowest compared entry with this formula, charge and spin: 57.4 kcal per mole
- <S²>: 2.0349
- Lowest unoccupied orbital energy (alpha / beta): 0.0973 / 0.0743 hartree
- Frontier orbital gap (alpha / beta): 5.2 / 6.1 eV
- Highest occupied orbital energy (alpha / beta): -2.54 / -4.06 eV
- Spin multiplicity: 3
- Net charge: -1

Last column: Mulliken charge in e.
Element x y z (Å)
Pd (-0.627, -0.240, 0.979)  0.361
Cl (-0.865, -0.998, 3.153)  -0.752
Cl (-0.958, -0.146, -1.430)  -0.837
P (0.022, 1.776, 1.674)  0.724
O (-4.741, 0.035, -0.904)  -0.616
O (-0.407, -2.182, 0.427)  -0.037
O (0.208, 3.252, -2.529)  -0.722
N (-0.564, 2.058, -4.322)  0.262
N (-3.845, -1.327, 0.747)  0.595
C (0.995, 1.823, 3.241)  0.527
C (-0.580, 2.456, -3.040)  0.025
C (2.850, -2.297, 0.977)  -1.523
C (0.434, 4.510, 1.055)  -1.735
C (-1.559, 1.134, -4.830)  -0.820
C (-0.880, -6.705, -1.063)  -0.347
C (-0.587, -4.829, 0.440)  -0.358
C (-1.766, 2.198, 1.946)  1.408
C (2.213, 2.913, 0.256)  -1.843
C (-3.430, -2.354, -0.193)  -0.851
C (-2.057, 3.115, 3.126)  -1.857
C (0.519, -2.751, -0.285)  0.529
C (-4.504, -0.218, 0.265)  0.045
C (0.190, 2.821, -5.294)  -0.942
C (-0.032, -6.111, -2.001)  -0.641
C (0.263, -4.215, -0.494)  0.296
C (2.233, -1.837, -0.322)  0.240
C (0.563, -4.865, -1.726)  -0.482
C (2.492, -0.653, -0.923)  0.363
C (-2.390, 2.664, 0.634)  -1.367
C (3.906, -0.372, -1.376)  -1.713
C (-1.136, -6.083, 0.159)  -0.698
C (1.190, 3.205, 3.878)  -1.738
C (0.727, 3.079, 0.585)  2.131
C (-4.118, -1.785, 2.104)  -0.963
C (2.347, 1.109, 3.089)  -1.342
H (2.863, 3.229, 1.079)  0.321
H (1.150, 3.116, -4.866)  0.285
H (-1.345, -7.669, -1.280)  0.346
H (2.441, 3.556, -0.605)  0.455
H (-1.170, 0.651, -5.732)  0.323
H (-2.676, -2.981, 0.295)  0.147
H (3.972, 0.306, -2.240)  0.327
H (-3.179, -2.047, 2.608)  0.228
H (-0.832, -4.281, 1.342)  0.550
H (0.978, -2.295, -1.213)  -0.275
H (-2.183, 1.960, -0.185)  -0.048
H (3.589, -1.553, 1.314)  0.419
H (-4.287, -2.986, -0.478)  0.424
H (0.336, 2.193, -6.176)  0.325
H (-4.800, 0.462, 1.104)  0.227
H (2.256, 0.164, 2.541)  -0.012
H (-2.992, -1.873, -1.073)  0.119
H (-1.765, -6.529, 0.927)  0.371
H (1.011, 4.786, 1.941)  0.230
H (-1.623, 4.114, 3.002)  0.214
H (3.105, 1.738, 2.602)  0.263
H (1.200, -4.368, -2.453)  0.401
H (-0.624, 4.689, 1.259)  0.258
H (0.254, 3.759, 3.984)  0.292
H (2.716, 0.863, 4.094)  0.493
H (0.194, 2.944, -0.373)  -0.658
H (2.469, 1.886, -0.032)  0.250
H (4.450, 0.049, -0.514)  0.311
H (-4.785, -2.662, 2.089)  0.340
H (0.736, 5.196, 0.252)  0.468
H (-3.480, 2.723, 0.754)  0.516
H (2.141, -2.389, 1.822)  0.267
H (0.160, -6.614, -2.959)  0.337
H (3.335, -3.284, 0.895)  0.374
H (1.761, 0.121, -1.258)  0.428
H (-2.033, 3.655, 0.333)  0.251
H (1.918, 3.815, 3.331)  0.248
H (4.395, -1.326, -1.656)  0.440
H (-0.354, 3.725, -5.606)  0.296
H (-4.591, -0.965, 2.660)  0.287
H (-3.146, 3.247, 3.194)  0.512
H (-1.779, 0.384, -4.060)  0.228
H (-1.720, 2.682, 4.077)  0.366
H (0.372, 1.200, 3.912)  0.629
H (1.583, 3.064, 4.895)  0.496
H (-2.493, 1.655, -5.093)  0.290
H (-1.380, 1.973, -2.456)  0.368
H (-2.187, 1.197, 2.194)  -0.045


3.
Here is a 10-piece molecular cluster, C38H105N9O10 overall at a distorted geometry from the OMol25 dataset. Energies are from ωB97M-V/def2-TZVPD.

- ΔE to the lowest compared entry with this formula, charge and spin: 166.6 kcal per mole
- Lowest unoccupied orbital energy: 0.0072 hartree
- Frontier orbital gap: 9.2 eV
- Highest occupied orbital energy: -9.00 eV

Last column: Mulliken charge in e.
Element x y z (Å)
O (6.700, -4.371, -1.065)  -0.220
O (6.807, 3.062, -3.762)  -0.358
O (-6.177, -4.677, 5.576)  -0.313
O (0.248, -0.371, 5.073)  -0.300
O (-0.606, -5.081, -5.558)  -0.343
O (-0.882, 5.559, -3.300)  -0.302
O (-8.070, 0.285, -3.559)  -0.271
O (6.695, 0.836, 3.273)  -0.347
O (1.344, 0.906, -1.027)  -0.498
O (-4.189, 7.791, 4.328)  -0.374
N (2.028, -3.720, 5.024)  -0.750
N (9.389, -6.973, -1.176)  -0.626
N (-7.161, 3.484, -2.230)  -0.773
N (-0.830, -7.162, -7.702)  -0.772
N (4.602, 4.030, -2.412)  -0.638
N (-2.049, 7.911, -0.587)  -0.555
N (7.040, -2.739, 3.653)  -0.675
N (-5.266, 6.096, 2.371)  -0.664
N (-7.793, -4.008, 2.290)  -0.695
C (-5.075, 7.849, 5.472)  -0.689
C (-7.724, 1.674, -3.689)  -0.649
C (8.671, -1.285, 4.412)  -1.345
C (0.549, -1.649, 5.483)  -0.958
C (1.524, -2.374, 4.506)  0.833
C (-6.647, -4.056, 3.218)  0.471
C (-8.744, 2.051, -1.146)  -1.459
C (7.740, 2.118, -4.167)  -0.698
C (-7.518, 2.064, -2.133)  0.534
C (5.508, 3.093, -4.531)  -0.818
C (0.233, 1.082, -0.278)  0.186
C (-1.742, 6.132, -2.262)  -0.730
C (-5.857, -2.831, 2.872)  -1.358
C (-1.558, -7.055, -6.443)  0.438
C (4.605, 5.528, -4.329)  -1.570
C (-8.332, -0.357, -4.720)  -0.813
C (4.475, 4.115, -3.876)  0.560
C (-0.225, 6.626, -0.438)  -1.385
C (-4.055, 4.073, 3.116)  -1.452
C (-2.092, -8.470, -6.181)  -1.346
C (-7.181, -4.316, 4.649)  -0.773
C (7.346, -5.596, -1.453)  -0.644
C (1.276, 0.592, 5.283)  -0.693
C (-6.798, -4.601, 6.833)  -0.774
C (-0.942, 0.218, -0.726)  -1.157
C (6.807, -0.471, 2.836)  -0.593
C (5.522, -4.003, -1.802)  -0.729
C (-0.571, -4.425, -4.290)  -0.744
C (-1.164, 7.244, -1.444)  0.534
C (-3.681, 6.470, 4.064)  -0.664
C (6.164, 1.775, 2.299)  -0.746
C (-0.803, -6.515, -5.266)  -0.679
C (9.557, -4.721, -0.606)  -1.383
C (1.005, -2.677, 3.128)  -1.246
C (8.622, -5.908, -0.641)  0.303
C (-1.538, 4.431, -3.991)  -0.618
C (-4.662, 5.449, 3.495)  0.533
C (7.181, -1.378, 4.006)  0.346
H (-9.441, 2.808, -1.508)  0.401
H (-6.830, 1.839, -4.290)  0.341
H (-1.589, 8.587, 0.007)  0.239
H (8.371, -6.292, 0.347)  0.410
H (-8.160, -3.069, 2.228)  0.245
H (-2.363, 4.767, -4.620)  0.270
H (9.448, -7.045, -2.182)  0.222
H (-6.167, 3.594, -2.372)  0.219
H (-4.853, 3.465, 2.689)  0.336
H (1.266, -4.162, 5.519)  0.223
H (-0.019, -5.009, -3.553)  0.321
H (-0.084, -2.624, 3.151)  0.289
H (7.488, -0.655, 2.005)  0.292
H (1.930, 0.457, 4.422)  0.226
H (-2.635, 8.486, -1.176)  0.242
H (-1.006, -6.279, -8.158)  0.266
H (-1.355, -9.065, -5.642)  0.293
H (-1.907, 0.538, -0.333)  0.336
H (-6.569, -2.009, 2.941)  0.315
H (4.201, 6.184, -3.557)  0.383
H (5.202, 1.481, 1.879)  0.276
H (8.592, 2.082, -3.487)  0.236
H (-7.760, -0.082, -5.606)  0.322
H (-8.556, 2.208, -4.148)  0.349
H (-0.011, 2.135, -0.419)  0.103
H (-1.045, 0.227, -1.812)  0.315
H (5.635, 3.390, -5.572)  0.436
H (7.946, 2.345, -5.213)  0.287
H (9.116, -3.755, -0.361)  0.283
H (-5.179, -2.741, 3.721)  0.311
H (-3.026, -8.446, -5.619)  0.326
H (6.681, -6.444, -1.287)  0.326
H (-1.299, -7.835, -8.292)  0.238
H (-5.502, -2.705, 1.849)  0.381
H (-8.551, 2.166, -0.080)  0.367
H (-6.060, -4.901, 7.578)  0.275
H (5.770, -3.649, -2.803)  0.282
H (2.428, -1.765, 4.490)  0.209
H (2.745, -3.615, 5.728)  0.263
H (-2.398, -8.953, -7.109)  0.438
H (0.003, -3.512, -4.449)  0.260
H (1.318, -1.935, 2.394)  0.197
H (-5.569, 6.984, 2.746)  0.325
H (0.096, -7.125, -5.177)  0.303
H (-2.905, 6.694, 3.332)  0.283
H (10.055, -4.679, -1.575)  0.320
H (8.754, -1.863, 5.333)  0.346
H (7.315, 1.114, -4.182)  0.293
H (-3.258, 4.190, 2.382)  0.229
H (-6.619, 1.610, -1.717)  0.277
H (-7.898, -5.137, 4.632)  0.396
H (1.815, 0.504, 6.226)  0.310
H (6.157, -2.787, 3.166)  0.254
H (-4.536, 6.489, 1.793)  0.218
H (6.789, 1.849, 1.409)  0.313
H (-7.559, -4.373, 1.378)  0.257
H (-5.460, 5.256, 4.213)  0.293
H (10.403, -4.815, 0.075)  0.370
H (5.393, 3.409, -2.317)  0.314
H (7.742, -3.022, 2.984)  0.251
H (-0.378, -2.222, 5.466)  0.374
H (-4.701, 7.329, 6.354)  0.292
H (-1.568, -4.264, -3.880)  0.297
H (-9.382, -0.249, -4.991)  0.298
H (0.680, 6.236, -0.904)  0.322
H (5.815, -0.760, 2.488)  0.342
H (-7.813, -3.508, 5.017)  0.325
H (-0.570, 5.756, 0.120)  0.230
H (-7.125, -3.592, 7.086)  0.332
H (-3.648, 3.562, 3.989)  0.374
H (0.104, 7.382, 0.275)  0.380
H (-7.540, -5.379, 7.017)  0.312
H (0.437, 0.865, 0.771)  0.125
H (7.658, -5.523, -2.495)  0.290
H (5.076, 2.093, -4.505)  0.433
H (5.023, -3.204, -1.253)  0.203
H (1.728, 1.785, -1.052)  0.294
H (-3.246, 6.086, 4.987)  0.386
H (4.831, 4.921, -1.995)  0.224
H (0.908, -1.670, 6.512)  0.334
H (6.501, -1.139, 4.824)  0.319
H (-9.319, 1.129, -1.235)  0.357
H (-6.065, -4.928, 2.921)  0.292
H (-1.947, 3.883, -3.142)  0.271
H (3.455, 3.849, -4.154)  0.175
H (-0.595, 7.765, -2.214)  0.236
H (-2.216, 5.385, -1.625)  0.384
H (-1.289, -6.674, -4.304)  0.405
H (1.372, -3.578, 2.637)  0.422
H (-5.345, 8.859, 5.782)  0.275
H (4.152, 5.731, -5.299)  0.374
H (4.888, -4.889, -1.769)  0.308
H (8.931, -0.231, 4.506)  0.325
H (-8.135, -1.407, -4.507)  0.235
H (8.956, -7.787, -0.764)  0.280
H (6.061, 2.720, 2.832)  0.285
H (-7.224, 3.833, -1.285)  0.264
H (9.289, -1.628, 3.582)  0.360
H (-0.765, 3.857, -4.503)  0.229
H (-2.557, 6.699, -2.713)  0.262
H (-5.999, 7.359, 5.169)  0.287
H (1.013, 1.650, 5.246)  0.270
H (5.648, 5.843, -4.301)  0.379
H (-0.928, -0.840, -0.467)  0.288
H (-2.363, -6.364, -6.695)  0.299


4.
Here is one molecule with the formula C4H9NO2 from the OMol25 dataset. Energies are from ωB97M-V/def2-TZVPD.

- ΔE to the lowest compared entry with this formula, charge and spin: 17.5 kcal per mole
- Lowest unoccupied orbital energy: 0.0231 hartree
- Frontier orbital gap: 10.6 eV
- Highest occupied orbital energy: -9.93 eV

Last column: Mulliken charge in e.
Element x y z (Å)
O (1.714, -0.073, 0.100)  -0.577
O (0.474, -1.506, 2.025)  -0.652
N (-1.278, -0.302, 1.120)  -0.115
C (0.536, -0.066, -0.662)  0.484
C (0.832, 0.776, -1.895)  -1.462
C (-0.648, 0.546, 0.102)  -0.705
C (-0.700, -1.163, 1.984)  0.062
H (0.003, 0.769, -2.609)  0.398
H (-1.433, -1.578, 2.698)  0.348
H (-0.301, 1.485, 0.554)  0.243
H (1.040, 1.810, -1.598)  0.346
H (0.254, -1.085, -0.976)  0.251
H (1.538, -0.647, 0.870)  0.448
H (-1.445, 0.785, -0.610)  0.347
H (-2.254, -0.113, 1.300)  0.239
H (1.727, 0.383, -2.385)  0.344


5.
Here is a 2-piece molecular cluster, C9H17NOS overall at a distorted geometry from the OMol25 dataset. Energies are from ωB97M-V/def2-TZVPD.

- ΔE to the lowest compared entry with this formula, charge and spin: 238.9 kcal per mole
- Lowest unoccupied orbital energy (alpha / beta): -0.0293 / -0.0078 hartree
- Frontier orbital gap (alpha / beta): 6.5 / 7.2 eV
- Highest occupied orbital energy (alpha / beta): -7.26 / -7.44 eV

Last column: Mulliken charge in e.
Element x y z (Å)
S (-0.881, 2.181, 1.223)  0.331
O (-2.490, -0.365, -0.275)  -0.361
N (-0.181, -0.972, -0.124)  -0.305
C (4.373, -0.113, -1.496)  -1.013
C (-1.737, 2.085, 2.792)  -0.631
C (1.176, -0.950, 0.065)  -0.447
C (2.014, -0.910, -0.951)  -0.248
C (3.467, -1.108, -0.749)  -0.308
C (-0.964, 3.742, 0.599)  -0.778
C (-3.065, -1.613, -0.727)  -0.400
C (-3.158, -2.707, 0.301)  -0.903
C (-1.207, -0.216, -0.037)  0.414
H (5.283, -0.532, -2.028)  0.291
H (3.836, -0.977, 0.361)  0.233
H (1.645, -0.750, -1.963)  0.295
H (1.433, -1.392, 0.978)  0.404
H (4.648, 0.703, -0.826)  0.266
H (-2.608, -1.848, -1.726)  0.353
H (3.799, -2.164, -0.939)  0.265
H (3.863, 0.231, -2.466)  0.278
H (-1.885, 3.796, -0.074)  0.247
H (-2.783, 1.770, 2.357)  0.164
H (-2.128, -3.058, 0.510)  0.270
H (-1.450, 1.098, 3.366)  0.196
H (-3.564, -2.228, 1.193)  0.285
H (-4.007, -3.384, -0.078)  0.322
H (-4.007, -1.204, -1.135)  0.322
H (-0.156, 3.884, -0.134)  0.276
H (0.494, 2.025, 1.612)  0.180